8
Properties=species:S:1:pos:R:3:lowdin_charge:R:1 method="wB97M-V/def2-TZVPD" relative_energy_kcal_mol=4.5 total_energy_ev=-37787.338 total_charge=0 homo_ev="-8.823 / -8.822" multiplicity=1
Cl 0.23527 0.18556 -2.65342 -0.24
S 2.35326 -0.07319 1.21611 0.93
S 1.38328 1.57389 -0.77669 0.84
N 2.58464 1.08278 0.11486 -0.75
C 0.16576 0.78487 0.20080 -0.51
C 0.61077 -0.18123 1.00813 -0.42
H -0.15854 -0.82408 1.43951 0.10
H -0.83972 0.77652 -0.17495 0.05

14
Properties=species:S:1:pos:R:3:lowdin_charge:R:1 method="wB97M-V/def2-TZVPD" relative_energy_kcal_mol=118.6 total_energy_ev=-10748.934 total_charge=0 homo_ev=-8.739 multiplicity=1
O 1.18362 1.11384 -0.31057 0.00
O 2.85464 -0.54885 0.41846 -0.03
N -0.96135 1.64307 0.20106 0.16
N -0.27971 -0.58970 -0.21622 -0.04
N 2.15272 -0.31772 -0.71699 0.07
C -0.02174 0.66715 -0.06709 -0.60
C -1.61219 -1.11225 -0.06887 -0.16
H -1.81083 1.35453 0.65796 0.08
H 3.43752 0.22262 0.51798 0.11
H -2.31778 -0.65040 -0.77102 0.08
H -0.58328 2.53175 0.48509 0.10
H -1.58239 -2.18127 -0.28328 0.07
H 1.54380 -1.14371 -0.79779 0.09
H -2.00305 -0.98906 0.95127 0.07

16
Properties=species:S:1:pos:R:3:lowdin_charge:R:1 method="wB97M-V/def2-TZVPD" relative_energy_kcal_mol=17.7 total_energy_ev=-22643.436 total_charge=0 homo_ev=-9.530 multiplicity=1
S -2.24671 -1.22676 -0.11472 1.04
N -1.85632 1.25871 0.14751 0.08
N 2.26264 1.13779 -0.17752 0.07
N -3.70444 -0.30414 -0.10673 -0.24
C 0.81074 -1.14890 0.37268 -0.06
C 0.84860 1.16292 0.09820 -0.06
C -1.26339 0.07880 0.23201 -0.62
C -3.21610 0.98784 -0.06336 -0.25
C 0.13021 0.07924 0.27934 -0.30
C 2.83487 -0.12672 -0.22988 -0.15
C 2.09654 -1.27541 0.00071 -0.11
H 2.56911 -2.32893 -0.30856 0.16
H 4.00205 -0.22874 -0.31614 0.14
H -3.84050 1.70457 -0.33031 0.05
H 0.11134 -2.01638 0.46500 0.10
H 0.46134 2.24610 0.05175 0.15